109
Properties=species:S:1:pos:R:3 method="wB97M-V/def2-TZVPD" mol_weight_g_mol=857.8 smiles="C#CN(Cc1cccc(C)c1)S(=O)(=O)F.COC(=O)OC.COC(=O)OC.COC(=O)OC.COC(=O)OC.COC(=O)OC.COC(=O)OC.COC(=O)OC" fmax_ev_per_a=8.5 lumo_ev=-1.146 orbital_gap_ev=7.79 e_tot_ha=-3495.370080 homo_energy_ev=-8.9
C 3.1486 -3.1746 -2.0746
C 1.9574 -2.7737 -2.5022
N 0.5603 -2.3280 -2.8510
C -0.2985 -2.9472 -1.7719
C -1.8324 -2.4648 -1.7665
C -2.3860 -1.1170 -1.1623
C -3.9369 -0.7149 -1.1768
C -4.9962 -1.7250 -1.8022
C -4.4715 -3.0951 -2.4002
C -5.5204 -4.1562 -3.0529
C -2.9102 -3.4624 -2.3990
S 0.6221 -0.5950 -2.7595
O -0.5352 0.0891 -3.5098
O 1.9067 -0.1734 -3.4781
F 0.7830 -0.0598 -1.1613
H 3.9633 -3.5170 -1.3199
H 0.2478 -2.8404 -0.7615
H -0.3190 -4.0936 -1.9964
H -1.6793 -0.3548 -0.6743
H -4.2799 0.3016 -0.7275
H -6.1170 -1.4427 -1.8278
H -5.7735 -3.8942 -4.1463
H -6.4767 -4.1088 -2.3832
H -5.1037 -5.2430 -2.9558
H -2.6208 -4.4756 -2.8567
C 6.8411 -1.4153 -3.0181
O 7.1442 -2.8104 -3.0257
C 8.3931 -3.1080 -2.6177
O 9.2348 -2.3114 -2.2626
O 8.5431 -4.4457 -2.6734
C 9.8294 -4.9084 -2.2652
H 5.8130 -1.2939 -3.3640
H 6.9146 -1.0101 -2.0053
H 7.5010 -0.8736 -3.7005
H 10.0220 -4.6426 -1.2225
H 10.6088 -4.5062 -2.9174
H 9.8366 -5.9964 -2.3502
C -1.2327 7.1820 -3.3440
O -1.1065 5.8562 -2.8326
C -0.5594 4.9778 -3.6970
O -0.1861 5.2254 -4.8223
O -0.5007 3.7777 -3.0904
C 0.0623 2.7394 -3.8945
H -1.6832 7.7999 -2.5653
H -0.2510 7.5962 -3.5882
H -1.8879 7.1977 -4.2185
H 1.0961 2.9757 -4.1608
H -0.5411 2.5768 -4.7913
H 0.0583 1.8200 -3.3116
C -2.1529 6.0298 -7.0612
O -2.0993 6.6933 -8.3238
C -2.6668 7.9140 -8.3308
O -3.1927 8.4594 -7.3869
O -2.5471 8.4231 -9.5730
C -3.1093 9.7244 -9.7289
H -1.6679 5.0587 -7.1711
H -1.6124 6.6001 -6.3030
H -3.1899 5.8648 -6.7562
H -2.6065 10.4425 -9.0762
H -4.1839 9.7067 -9.5298
H -2.9559 10.0337 -10.7643
C 2.0096 0.3638 1.2150
O 2.5654 1.5030 1.8704
C 1.8348 1.9575 2.9056
O 0.7897 1.4884 3.2984
O 2.4694 3.0247 3.4281
C 1.8030 3.6146 4.5431
H 2.6796 0.0855 0.3998
H 1.9373 -0.4810 1.9056
H 1.0324 0.6020 0.7916
H 1.7213 2.8999 5.3662
H 0.8163 3.9837 4.2516
H 2.4017 4.4622 4.8811
C -3.7053 -3.0595 5.3436
O -2.5240 -2.4639 4.8116
C -2.0550 -1.4275 5.5341
O -2.5446 -0.9914 6.5518
O -0.9474 -0.9624 4.9262
C -0.3374 0.1460 5.5863
H -3.9936 -3.8805 4.6848
H -3.5163 -3.4674 6.3401
H -4.5238 -2.3355 5.3703
H -0.0145 -0.1347 6.5927
H -1.0216 0.9975 5.6226
H 0.5407 0.4360 5.0122
C -9.4031 -5.7346 8.3603
O -8.2215 -5.1395 7.8274
C -7.7508 -4.1029 8.5484
O -8.2381 -3.6653 9.5653
O -6.6428 -3.6393 7.9383
C -6.0313 -2.5308 8.5969
H -9.6912 -6.5556 7.7013
H -9.2140 -6.1421 9.3567
H -10.2213 -5.0104 8.3871
H -5.7075 -2.8103 9.6027
H -6.7147 -1.6786 8.6332
H -5.1508 -2.2414 8.0200
C 8.0860 -2.3845 0.6213
O 7.6719 -1.1843 1.2717
C 6.6426 -1.3459 2.1251
O 6.0743 -2.3877 2.3642
O 6.3544 -0.1458 2.6643
C 5.2729 -0.1680 3.5933
H 8.9172 -2.1390 -0.0405
H 8.4334 -3.1192 1.3526
H 7.2729 -2.7947 0.0158
H 5.5066 -0.8144 4.4432
H 4.3512 -0.4912 3.1026
H 5.1272 0.8482 3.9640